No. 1
92
Properties=species:S:1:pos:R:3 method="wB97M-V/def2-TZVPD" e_homo_ha=-0.041 relative_energy_kj_mol=154.3 e_lumo_ev=3.5 charge=-2
Hg 0.3431 0.7661 -2.2877
S 2.7161 6.0449 -1.2495
Sb 3.9114 4.8422 -2.8025
S 2.5200 3.5500 -4.6044
S 3.4387 2.3291 -3.2297
C -2.2404 4.0640 -0.8700
C -2.2558 4.5615 0.6028
C -1.0973 5.4929 0.9370
C -3.6474 5.1163 0.8666
O -2.0699 3.3651 1.5463
Si -2.5821 1.8215 1.4682
S -1.6394 0.7067 -0.0479
O -4.1533 1.9206 1.2243
C -5.1461 0.8624 0.9397
C -5.5337 0.3967 2.2987
C -4.5189 -0.2606 0.0882
C -6.3369 1.5628 0.2424
O -2.2923 1.1600 2.9140
C -1.1097 0.9871 3.7566
C -0.7032 -0.4769 3.5907
C -1.5800 1.2121 5.1974
C -0.0029 1.9026 3.2134
H -2.4822 4.9034 -1.4828
H -3.0250 3.3128 -1.0423
H -1.2688 3.6361 -1.1441
H -1.3099 6.5369 0.5065
H -0.1703 5.0842 0.5404
H -1.0619 5.6249 2.0074
H -3.7499 6.1527 0.4603
H -3.8610 5.0832 1.9650
H -4.3767 4.4433 0.3456
H -4.6053 -0.0214 2.6773
H -6.2938 -0.4085 2.2681
H -5.9330 1.2459 2.8050
H -3.7820 -0.7743 0.7647
H -3.9268 0.1151 -0.7197
H -5.3426 -0.9310 -0.2596
H -6.6578 2.4762 0.7638
H -7.2348 0.9001 0.2563
H -6.1334 1.7764 -0.8170
H -1.6036 -1.0862 3.7411
H 0.0374 -0.8549 4.2765
H -0.3004 -0.6191 2.5956
H -2.4721 0.5791 5.4022
H -1.7746 2.2686 5.2841
H -0.7839 0.8936 5.8661
H 0.1353 1.7877 2.0942
H 0.9705 1.4997 3.6836
H -0.0734 2.9726 3.5531
F 6.5550 -3.6716 -6.7222
C 6.5062 -3.9638 -5.3557
F 7.8096 -3.8112 -4.9101
F 6.2510 -5.3270 -5.2484
C 5.4621 -3.1997 -4.5998
C 4.6967 -2.1100 -5.1084
C 3.6924 -1.5272 -4.3635
C 3.3719 -1.9767 -3.0572
C 4.3164 -2.8630 -2.4584
C 5.2428 -3.5520 -3.2582
P 2.1166 -1.2162 -2.0160
C 2.8252 -0.9308 -0.4285
C 4.1940 -0.7008 -0.2199
C 4.7157 -0.7153 1.0562
C 3.8614 -0.7376 2.1730
C 2.4989 -0.6988 1.9654
C 1.9534 -0.7863 0.7117
C 4.4165 -0.9431 3.5549
F 5.6793 -0.3543 3.6926
F 4.5848 -2.2860 3.9246
F 3.5094 -0.3600 4.4435
C 0.8865 -2.5558 -1.8377
C 0.0306 -2.7917 -2.9353
C -1.1300 -3.5763 -2.8248
C -1.3870 -4.1554 -1.5878
C -0.4407 -4.0840 -0.4876
C 0.6548 -3.2588 -0.6070
C -2.8023 -4.6863 -1.3452
F -2.7808 -5.8973 -0.6618
F -3.4444 -3.7306 -0.5626
F -3.4914 -4.8195 -2.5365
H 4.8009 -1.7728 -6.1229
H 3.1095 -0.7054 -4.7529
H 4.1403 -3.2349 -1.4308
H 5.7941 -4.3665 -2.7777
H 4.8976 -0.7154 -1.0009
H 5.7870 -0.6723 1.1816
H 1.8370 -0.6869 2.8188
H 0.8757 -0.8787 0.5227
H 0.2654 -2.3890 -3.8942
H -1.5944 -3.8919 -3.7469
H -0.5461 -4.7265 0.3860
H 1.3382 -3.1967 0.2423

---

No. 2
80
Properties=species:S:1:pos:R:3 method="wB97M-V/def2-TZVPD" e_homo_ha=-0.275 relative_energy_kj_mol=0.0 e_lumo_ev=-0.2 charge=0
Sn 0.4782 -0.9933 0.2878
C -2.9882 -6.8820 -3.4133
C -3.3460 -5.7341 -3.9981
C -4.7377 -5.1897 -4.0487
C -5.6044 -5.4750 -2.8089
C -4.8928 -5.2658 -1.5020
C -4.2668 -6.2361 -0.8313
C -4.2214 -7.6720 -1.3110
C -3.9347 -7.8771 -2.8209
C 0.3300 0.4103 2.0026
H -1.9555 -7.2592 -3.4541
H -2.6473 -5.2260 -4.6733
H -5.2388 -5.6174 -4.9322
H -4.7105 -4.1006 -4.2024
H -6.4529 -4.7803 -2.8496
H -6.0274 -6.4810 -2.8880
H -5.0356 -4.2690 -1.0633
H -3.9263 -6.0992 0.2086
H -5.1795 -8.1732 -1.0872
H -3.4460 -8.2227 -0.7569
H -3.4595 -8.8649 -2.9122
H -4.8757 -7.9431 -3.3812
H 1.3711 0.6415 2.2551
H -0.1687 -0.0800 2.8424
H -0.1928 1.3367 1.7432
P -2.2534 -0.7594 0.5550
P -0.7809 -0.8099 -2.2285
N -2.6967 -1.8795 1.8135
N -3.2662 0.5717 1.0639
N -0.2831 -2.4579 -2.6486
N -0.3568 -0.1041 -3.7677
C -3.1607 -1.4283 -0.8645
C -2.5888 -0.9535 -2.2303
C -1.7979 -2.5851 2.6163
C -2.5074 -3.4079 3.4675
C -3.9034 -3.2222 3.1821
C -3.9939 -2.2881 2.1541
C -3.0485 1.3197 2.2356
C -3.9379 2.3802 2.2644
C -4.7329 2.3035 1.0691
C -4.2884 1.2074 0.3506
C 0.7810 -3.1231 -2.0299
C 0.6442 -4.4806 -2.2678
C -0.4972 -4.6553 -3.1006
C -1.0484 -3.4093 -3.3182
C -0.3454 -0.6734 -5.0525
C 0.2091 0.2499 -5.9299
C 0.5438 1.4230 -5.1724
C 0.1920 1.1860 -3.8588
H -4.2309 -1.1677 -0.7849
H -3.0983 -2.5293 -0.7849
H -2.9312 -1.6231 -3.0310
H -2.9879 0.0475 -2.4640
H -0.7335 -2.4313 2.4809
H -2.0819 -4.0716 4.2097
H -4.7315 -3.7132 3.6750
H -4.8501 -1.8906 1.6347
H -2.2671 1.0258 2.9237
H -4.0154 3.1308 3.0410
H -5.5301 2.9815 0.7814
H -4.6082 0.8168 -0.6050
H 1.5627 -2.5889 -1.4922
H 1.2840 -5.2575 -1.8937
H -0.8814 -5.5862 -3.4768
H -1.9237 -3.1112 -3.8893
H -0.7508 -1.6562 -5.2116
H 0.3543 0.1062 -6.9895
H 0.9867 2.3296 -5.5557
H 0.2582 1.7968 -2.9708
F 4.7330 3.4048 -2.1189
C 3.8138 2.4959 -1.6519
C 2.7357 2.9352 -0.9016
C 1.8233 1.9834 -0.4043
C 1.9898 0.6131 -0.5987
C 3.1126 0.2206 -1.3152
C 4.0368 1.1387 -1.8404
H 2.6071 3.9913 -0.6945
H 0.9862 2.3766 0.1641
H 3.3270 -0.8375 -1.4865
H 4.9255 0.8004 -2.3703

---

No. 3
80
Properties=species:S:1:pos:R:3 method="wB97M-V/def2-TZVPD" e_homo_ha="-0.485 / -0.486" relative_energy_kj_mol=74.6 e_lumo_ev="-7.3 / -9.7" spin_multiplicity=4 charge=+2
Tc -0.3811 0.8370 -2.0220
C -1.5974 1.5060 -6.1631
C -1.3927 0.2117 -5.9207
C -0.6059 -0.6849 -6.8534
C 0.7995 -0.1424 -7.2346
C 1.4798 0.6244 -6.1271
C 1.1201 1.7980 -5.5926
C 0.3871 2.8949 -6.2900
C -0.7977 2.3463 -7.0925
C 1.0133 1.2966 -0.4687
H -2.4317 2.0317 -5.6973
H -1.9285 -0.2204 -5.0764
H -1.1770 -0.8047 -7.7944
H -0.4851 -1.7017 -6.4522
H 1.4573 -0.9997 -7.4695
H 0.7248 0.3979 -8.1919
H 2.4417 0.1607 -5.8603
H 1.5327 2.1154 -4.6454
H 1.0616 3.4418 -6.9685
H 0.0472 3.6202 -5.5366
H -1.4107 3.1605 -7.4967
H -0.4119 1.7698 -7.9380
H 0.4273 1.9816 0.1740
H 1.9013 1.8789 -0.7492
H 1.3420 0.5118 0.2391
P 1.3492 -0.4361 -2.5933
P -1.8092 -0.8237 -2.5000
N 2.6854 0.6006 -3.1109
N 2.2338 -1.5136 -1.5394
N -3.0984 0.4409 -3.1584
N -3.0313 -1.8850 -1.8021
C 0.6649 -1.5554 -3.8467
C -0.8510 -1.8899 -3.6648
C 2.6468 2.0005 -2.9810
C 3.8299 2.5341 -3.4732
C 4.6356 1.4448 -3.9051
C 3.9303 0.2728 -3.6426
C 3.1949 -1.0833 -0.6119
C 3.9630 -2.1635 -0.2228
C 3.4593 -3.3129 -0.9115
C 2.3781 -2.8996 -1.6694
C -2.7032 1.7355 -2.8506
C -3.4897 2.6589 -3.5145
C -4.4562 1.8974 -4.2236
C -4.1883 0.5459 -4.0044
C -4.3796 -2.1342 -2.1207
C -4.9185 -2.9880 -1.1713
C -3.8809 -3.2821 -0.2259
C -2.7423 -2.6315 -0.6558
H 1.2123 -2.5036 -3.8601
H 0.8763 -1.0839 -4.8157
H -1.3809 -1.8902 -4.6220
H -0.9497 -2.8991 -3.2371
H 1.7440 2.5021 -2.6552
H 4.0584 3.5896 -3.5094
H 5.6031 1.5190 -4.3763
H 4.2271 -0.7557 -3.7537
H 3.2191 -0.0578 -0.2951
H 4.7977 -2.1265 0.4578
H 3.8677 -4.3086 -0.8742
H 1.6813 -3.4520 -2.2778
H -1.8808 1.9529 -2.1240
H -3.3424 3.7301 -3.4860
H -5.2720 2.2842 -4.7997
H -4.7326 -0.3295 -4.3150
H -4.8376 -1.6992 -2.9903
H -5.9321 -3.3633 -1.1463
H -3.9583 -3.8933 0.6626
H -1.7503 -2.6105 -0.2427
F -3.4131 -0.2807 3.4471
C -2.6847 0.0260 2.3238
C -1.5061 -0.6726 2.0535
C -0.9093 -0.5174 0.7968
C -1.4435 0.3489 -0.1844
C -2.5729 1.0968 0.1786
C -3.2082 0.9414 1.4178
H -1.0860 -1.3585 2.7911
H 0.0118 -1.0639 0.5771
H -2.9846 1.8230 -0.5184
H -4.1157 1.5043 1.6309

---

No. 4
80
Properties=species:S:1:pos:R:3 method="wB97M-V/def2-TZVPD" e_homo_ha=-0.282 relative_energy_kj_mol=25.3 e_lumo_ev=-1.2 charge=0
Zn 0.2117 -2.9850 2.4015
C -1.4500 3.9103 3.9676
C -1.8764 2.7945 3.3583
C -1.4265 2.2765 2.0186
C -0.1055 1.4807 2.0297
C 1.0794 2.2805 1.5109
C 1.4449 3.3932 2.1801
C 0.5441 4.5497 2.5508
C -0.0242 4.3899 3.9920
C 1.8433 -3.5419 3.5109
H -2.1791 4.5219 4.5219
H -2.6627 2.1831 3.8238
H -1.3761 3.0756 1.2745
H -2.2004 1.5961 1.6445
H 0.0674 1.1595 3.0705
H -0.2025 0.5629 1.4203
H 1.7084 1.8036 0.7404
H 2.4568 3.4819 2.5997
H -0.2705 4.7513 1.8286
H 1.1129 5.4946 2.5709
H 0.5894 3.6706 4.5809
H -0.0433 5.3908 4.4696
H 1.4194 -3.3087 4.5117
H 2.8403 -3.0847 3.4549
H 1.9924 -4.6234 3.4572
P 1.7239 -1.3071 -1.8863
P -1.8794 -1.0162 -1.9198
N 2.9963 -0.0795 -2.1766
N 2.5696 -2.5536 -2.9149
N -1.9161 0.8175 -2.2630
N -3.4537 -1.3384 -2.6114
C 0.6272 -0.6693 -3.2235
C -0.7343 -1.3753 -3.3457
C 4.0376 0.1447 -1.2656
C 5.0219 0.9027 -1.8768
C 4.6131 1.1321 -3.2296
C 3.3675 0.5265 -3.3902
C 2.6122 -3.9041 -2.5510
C 3.0342 -4.6546 -3.6397
C 3.2848 -3.7428 -4.7258
C 3.0015 -2.4549 -4.2457
C -1.4090 1.5930 -1.2140
C -1.2504 2.9051 -1.6342
C -1.6679 2.9569 -2.9948
C -2.0258 1.6734 -3.3655
C -4.1592 -0.7597 -3.6794
C -5.2557 -1.5388 -3.9798
C -5.2590 -2.6401 -3.0633
C -4.1660 -2.4950 -2.2367
H 1.1430 -0.7711 -4.1875
H 0.4774 0.4021 -3.0431
H -1.2242 -1.0596 -4.2897
H -0.6052 -2.4732 -3.3391
H 3.9721 -0.2839 -0.2680
H 5.9342 1.2662 -1.4075
H 5.1530 1.6739 -4.0074
H 2.7319 0.4762 -4.2699
H 2.3374 -4.1978 -1.5488
H 3.1425 -5.7265 -3.6579
H 3.6159 -3.9989 -5.7132
H 3.0896 -1.5100 -4.7493
H -1.2293 1.1300 -0.2519
H -0.8502 3.6973 -1.0135
H -1.6769 3.8562 -3.6130
H -2.3960 1.3249 -4.3332
H -3.8616 0.1878 -4.1097
H -5.9778 -1.3643 -4.7825
H -5.9769 -3.4530 -3.0359
H -3.8152 -3.0801 -1.4010
F -1.4581 0.2836 7.2921
C -1.2138 -0.5495 6.2290
C -0.0115 -0.3977 5.5399
C 0.1926 -1.2280 4.4318
C -0.7736 -2.1460 4.0205
C -1.9259 -2.3283 4.7593
C -2.1748 -1.4986 5.8953
H 0.7434 0.3188 5.8493
H 1.1652 -1.1960 3.9578
H -2.6429 -3.1070 4.5147
H -3.0909 -1.5939 6.4756

---

No. 5
81
Properties=species:S:1:pos:R:3 method="wB97M-V/def2-TZVPD" smiles="C[N+](=O)[O-].C[N+](=O)[O-].C[N+](=O)[O-].c1ccccc1.c1ccccc1.c1ccccc1.c1ccccc1.c1ccccc1" e_homo_ha=-0.332 relative_energy_kj_mol=729.2 e_lumo_ev=-0.1 charge=0
C -5.2924 -25.6908 -9.1009
N -5.6396 -26.4524 -10.3263
O -4.7513 -27.1308 -10.8119
O -6.7667 -26.3437 -10.7641
H -4.5203 -24.9812 -9.3879
H -4.8840 -26.3850 -8.3750
H -6.1764 -25.1869 -8.7318
C -2.7202 -26.7215 -15.9670
N -2.3832 -27.9808 -16.7105
O -3.2678 -28.8009 -16.8241
O -1.2129 -28.1769 -16.9684
H -2.3420 -25.8827 -16.5336
H -2.2369 -26.8687 -15.0020
H -3.7874 -26.7459 -15.7709
C -5.0064 -31.7807 -17.9933
N -5.8116 -32.1997 -16.8187
O -6.0758 -33.3729 -16.7244
O -6.1604 -31.3245 -16.0444
H -5.4662 -32.2303 -18.8721
H -4.0250 -32.2386 -17.9101
H -5.0111 -30.7009 -18.0444
C -4.8502 -26.6361 -19.1816
C -3.7385 -26.9257 -19.9562
C -3.7167 -26.5597 -21.2911
C -4.8117 -25.9332 -21.8672
C -5.9066 -25.6009 -21.0726
C -5.9400 -25.9853 -19.7395
H -4.9133 -26.9894 -18.1576
H -2.9323 -27.5536 -19.5954
H -2.8319 -26.7571 -21.8844
H -4.8658 -25.7759 -22.9374
H -6.7232 -25.0172 -21.4819
H -6.8005 -25.7304 -19.1333
C -1.7231 -29.2832 -12.9095
C -0.8766 -30.0671 -13.6730
C -1.3929 -30.9475 -14.6202
C -2.7721 -31.0311 -14.7970
C -3.6287 -30.2707 -14.0104
C -3.1029 -29.3989 -13.0686
H -1.3327 -28.5616 -12.2038
H 0.1919 -29.9524 -13.5279
H -0.7114 -31.4613 -15.2855
H -3.1253 -31.7419 -15.5354
H -4.6980 -30.3794 -14.1443
H -3.7678 -28.7662 -12.4904
C -8.0496 -23.1063 -13.0992
C -9.0233 -23.7078 -12.3293
C -10.3526 -23.3424 -12.4950
C -10.6926 -22.3521 -13.4053
C -9.7108 -21.7745 -14.2005
C -8.3898 -22.1662 -14.0655
H -7.0091 -23.3483 -12.9170
H -8.7085 -24.4257 -11.5820
H -11.1210 -23.8331 -11.9094
H -11.7238 -22.0424 -13.5190
H -9.9930 -21.0426 -14.9480
H -7.6468 -21.8331 -14.7798
C -11.2558 -23.6971 -18.4700
C -12.6163 -23.7389 -18.7274
C -13.1346 -24.7318 -19.5482
C -12.3065 -25.6848 -20.1262
C -10.9408 -25.6127 -19.8816
C -10.4093 -24.6039 -19.0931
H -10.8731 -22.9680 -17.7655
H -13.2890 -23.0139 -18.2885
H -14.2033 -24.7956 -19.7240
H -12.7165 -26.5050 -20.6978
H -10.2650 -26.3156 -20.3590
H -9.3401 -24.5709 -18.9272
C -8.4572 -26.4767 -16.3778
C -7.6239 -27.4604 -16.8979
C -6.6419 -28.0216 -16.0906
C -6.4518 -27.5498 -14.7956
C -7.2862 -26.5639 -14.2824
C -8.2952 -26.0285 -15.0650
H -9.2351 -26.0453 -16.9963
H -7.7431 -27.7131 -17.9453
H -5.9886 -28.8108 -16.4399
H -5.7285 -28.0492 -14.1613
H -7.1738 -26.2016 -13.2668
H -8.9546 -25.2399 -14.7272

---

No. 6
81
Properties=species:S:1:pos:R:3 method="wB97M-V/def2-TZVPD" e_homo_ha="-0.102 / -0.106" e_lumo_ev="2.7 / 2.7" spin_multiplicity=2 charge=-1
Mn -0.0055 0.2832 0.2421
C 5.2459 -2.2796 4.7600
C 4.4302 -1.6038 3.6841
C 4.9919 -0.6969 2.7871
C 4.2271 -0.0941 1.8127
C 2.8556 -0.3743 1.6123
N 2.1504 0.2440 0.6160
C 2.8027 0.3878 -0.5971
C 3.7147 -0.5639 -1.0919
C 4.3201 -0.4558 -2.3278
C 4.0412 0.6108 -3.1802
C 4.6379 0.7080 -4.5624
C 3.1265 1.5416 -2.7234
C 2.5438 1.4491 -1.4642
N 1.6430 2.4849 -1.0903
C 1.7920 3.8008 -1.3431
C 0.6232 4.4242 -0.9777
C -0.1976 3.3924 -0.4930
N 0.4325 2.2290 -0.5588
C 2.3017 -1.2679 2.5462
C 3.0746 -1.8416 3.5546
N 0.9208 -1.6409 2.5030
C 0.3893 -2.7793 2.9847
C -0.9790 -2.6356 2.9886
C -1.1946 -1.3506 2.4753
N -0.0465 -0.7613 2.1744
H 6.3099 -2.2331 4.5224
H 4.9718 -3.3321 4.8586
H 5.1019 -1.8100 5.7374
H 6.0456 -0.4434 2.8689
H 4.6836 0.6279 1.1482
H 3.9160 -1.4339 -0.4788
H 5.0062 -1.2339 -2.6510
H 5.5775 0.1555 -4.6236
H 4.8341 1.7462 -4.8387
H 3.9621 0.2912 -5.3156
H 2.8365 2.3665 -3.3671
H 2.7126 4.1879 -1.7482
H 0.3916 5.4748 -1.0319
H -1.1960 3.4361 -0.0880
H 2.5897 -2.4861 4.2800
H 1.0067 -3.6219 3.2476
H -1.7150 -3.3529 3.3133
H -2.1203 -0.8174 2.3184
C -2.0068 1.4881 1.2843
C -2.9816 2.4755 1.0252
C -3.0825 3.6658 1.8027
C -4.0154 4.6507 1.5274
C -4.9125 4.5338 0.4660
C -4.8432 3.3761 -0.3100
C -3.9209 2.3805 -0.0449
H -1.3809 1.5386 2.1689
H -2.1184 0.5347 0.7642
H -2.4047 3.7844 2.6437
H -4.0534 5.5329 2.1586
H -5.6332 5.3124 0.2499
H -5.5304 3.2502 -1.1413
H -3.9014 1.4904 -0.6646
F 0.3288 -0.7773 -1.3294
C -4.9165 -2.9349 -0.3614
C -3.7961 -2.1506 0.3234
P -2.2785 -1.6924 -0.6514
C -3.1143 -0.7533 -2.0255
C -2.2585 0.3707 -2.6200
C -1.9402 -3.2961 -1.5043
C -0.8628 -3.2069 -2.5875
H -5.7764 -3.0371 0.3072
H -4.5935 -3.9410 -0.6367
H -5.2616 -2.4305 -1.2679
H -3.4510 -2.6935 1.2096
H -4.1812 -1.1900 0.6836
H -4.0249 -0.3267 -1.5963
H -3.4203 -1.4587 -2.8047
H -1.9355 1.0615 -1.8403
H -2.8263 0.9422 -3.3596
H -1.3533 -0.0223 -3.0850
H -2.8764 -3.6596 -1.9369
H -1.6393 -4.0061 -0.7263
H -1.2194 -2.6199 -3.4392
H -0.6083 -4.2053 -2.9553
H 0.0341 -2.7173 -2.2090

---

- Among the records above, which one has the highest charge?
  C33H39FN4P2Tc

---

- Among the records above, which one has the highest charge?
  C33H39FN4P2Tc

---

- Look up the charge of the first one.
  -2

---

- Which value of charge does entry 6 give?
  -1